Version one
A cluster of 2 separate species, C6H13N2O in total. Source: OMol25; level of theory: wB97M-V/def2-TZVPD.

The geometry in ORCA input format:
```
! wB97M-V def2-TZVPD RIJCOSX def2/J DEFGRID3
* xyz 1 1
C 0.39061 -1.95400 1.83218
C -0.93315 -2.15780 1.84098
C 1.78294 0.53663 -0.97197
C 0.76086 2.53830 0.28039
C -1.89114 -0.48173 -1.25800
C 0.52704 1.17425 -0.58947
N -1.14765 -0.51805 -0.02859
N -0.24081 0.21390 0.19900
O 1.51499 -1.81480 1.68439
H -1.46535 -2.35072 2.78997
H -1.36038 -1.43554 1.08799
H -1.16440 -3.20706 1.39311
H 2.48950 0.32302 -0.16971
H 1.62291 -0.53178 -1.54158
H 2.43880 1.07380 -1.73151
H 1.77993 2.84536 -0.04744
H 0.88710 2.30640 1.44874
H -0.05373 3.40629 0.07431
H -1.43094 0.37556 -1.88601
H -2.99243 -0.42405 -1.23272
H -1.51768 -1.43392 -1.73409
H 0.00296 1.51592 -1.43996
*
```

Results
* E_LUMO: -4.215 eV
* HOMO-LUMO gap: 0.321 Ha

=====

Version two
The ion C6H13N2O with charge +1. Source: OMol25; level of theory: wB97M-V/def2-TZVPD.

The geometry in ORCA input format:
```
! wB97M-V def2-TZVPD RIJCOSX def2/J DEFGRID3
* xyz 1 1
C 1.31515 0.62297 -1.12288
C 0.57975 -0.53225 -0.41987
C -0.22842 -0.12438 0.87247
C 0.56837 0.18596 2.00153
C -2.37562 -0.90467 -0.39266
C -1.64445 -0.52985 0.98534
N 0.96051 1.80675 -0.81336
N 2.21981 0.25252 -2.02769
O -0.10345 1.92803 0.01047
H -0.11577 -1.00798 -1.11105
H 1.30302 -1.25244 -0.09409
H 0.10718 0.90909 2.64738
H 1.53469 0.58719 1.64324
H 0.87050 -0.64864 2.67153
H -2.59953 0.05277 -1.08324
H -3.30653 -1.27219 -0.11315
H -1.97292 -1.79716 -0.93621
H -1.62971 -1.39214 1.82413
H -2.07610 0.31220 1.45692
H 1.35214 2.59360 -1.20626
H 2.50161 -0.74155 -2.25489
H 2.73977 0.95218 -2.53766
*
```

Results
* E_LUMO: -4.486 eV
* HOMO-LUMO gap: 0.302 Ha

=====

The most stable of them is version two.

=====

Version one
An isolated molecule of C5H10OS2. Source: OMol25; level of theory: wB97M-V/def2-TZVPD.

The geometry in ORCA input format:
```
! wB97M-V def2-TZVPD RIJCOSX def2/J DEFGRID3
* xyz 0 1
C -2.93522 1.19761 0.01081
S -1.16728 0.88599 -0.00399
C -1.11937 -0.85923 -0.02114
S -2.43361 -1.83402 -0.02840
O 0.08250 -1.45912 -0.01636
C 1.39896 -0.81022 -0.00341
C 1.71364 0.00050 -1.29924
C 1.64330 -0.04074 1.30739
H -3.07949 2.25920 -0.05065
H -3.38654 0.79591 -0.87492
H -3.37725 0.74390 0.92107
H 1.96762 -1.74020 0.02473
H 2.81289 0.15117 -1.32868
H 1.20948 0.96686 -1.35592
H 1.43995 -0.54275 -2.18095
H 1.35739 -0.71250 2.14070
H 1.09835 0.93175 1.39142
H 2.77469 0.06587 1.36755
*
```

Results
* E_LUMO: 0.587 eV
* SMILES: CSC(=S)OC(C)C
* HOMO-LUMO gap: 0.333 Ha

=====

Version two
A cluster of 3 separate species, C5H10OS2 in total. Source: OMol25; level of theory: wB97M-V/def2-TZVPD.

The geometry in ORCA input format:
```
! wB97M-V def2-TZVPD RIJCOSX def2/J DEFGRID3
* xyz 0 1
C 0.14992 0.29035 -1.62290
C -0.79544 0.52447 -2.63120
O 1.38315 0.35597 -1.68862
C -0.53466 1.78574 -0.19870
S -0.46775 2.01997 1.48866
S -0.13500 -2.54798 0.19670
C -0.23264 -1.47390 1.59870
C 1.19249 -0.78810 1.85992
H -0.22102 -0.49967 -0.89835
H -0.46355 0.69172 -3.67526
H -1.82167 0.15633 -2.59118
H 0.09687 2.47959 -0.71376
H -1.35553 1.54260 -0.88499
H -0.52909 -2.09120 2.40915
H -0.93674 -0.68362 1.55000
H 1.62546 -0.20282 1.04192
H 1.07174 -0.05614 2.66741
H 1.97345 -1.50331 2.09247
*
```

Results
* E_LUMO: -4.469 eV
* HOMO-LUMO gap: 0.132 Ha

=====

Version three
An isolated molecule of C5H10OS2. Source: OMol25; level of theory: wB97M-V/def2-TZVPD.

The geometry in ORCA input format:
```
! wB97M-V def2-TZVPD RIJCOSX def2/J DEFGRID3
* xyz 0 1
C 0.92015 -0.89994 3.19314
C 0.91397 0.57597 0.95012
C -1.51285 0.71041 -1.21202
C -0.64463 0.36724 -2.37538
C 0.61861 -0.24430 -1.83537
O 0.01778 -1.27568 4.16317
S 0.32374 -0.88925 1.50190
S 1.71986 0.78857 -0.64810
H 1.32741 0.07748 3.36771
H 1.31867 1.25692 1.67060
H -0.98032 1.26448 -0.46438
H -2.46378 1.33707 -1.47438
H -1.82119 -0.19180 -0.72740
H -0.42345 1.25695 -3.04341
H -1.06154 -0.35375 -2.98923
H 0.56671 -1.29085 -1.22228
H 1.41962 -0.37300 -2.69300
H -0.23875 -2.11653 3.83830
*
```

Results
* E_LUMO (alpha / beta): -0.025 / -0.087 eV
* HOMO-LUMO gap (alpha / beta): 0.267 / 0.285 Ha

=====

The most stable of them is version one.

=====

Version one
A cluster of 6 separate species, C6H24O6 in total. Source: OMol25; level of theory: wB97M-V/def2-TZVPD.

The geometry in ORCA input format:
```
! wB97M-V def2-TZVPD RIJCOSX def2/J DEFGRID3
* xyz 0 1
C -9.26938 4.67791 3.68338
C -9.55574 3.27181 4.19291
O -10.23877 3.32719 5.45185
H -10.20149 5.24857 3.70303
H -8.83523 4.75212 2.69040
H -8.62082 5.17389 4.40735
H -8.61062 2.72742 4.26897
H -10.18011 2.66517 3.53388
H -10.65544 2.45366 5.46376
C -12.05409 -2.79323 6.19813
C -12.87082 -1.70377 6.87632
O -12.05858 -0.82298 7.66133
H -12.74447 -3.60169 5.97176
H -11.25131 -3.11221 6.86218
H -11.60266 -2.41858 5.27942
H -13.61714 -2.10228 7.57081
H -13.48039 -1.17755 6.13033
H -12.61202 -0.32802 8.26906
C -13.51591 3.05154 3.96789
C -14.39713 1.89464 3.58572
O -13.57065 0.74988 3.31353
H -14.07145 3.96647 4.18792
H -12.79308 3.36512 3.21446
H -12.95863 2.83130 4.87781
H -15.03143 2.14045 2.72272
H -15.11442 1.57711 4.35723
H -14.14210 0.00971 3.08983
O -9.29682 -1.47353 8.02922
H -10.24422 -1.47145 7.80031
H -9.25957 -1.08741 8.90909
O -11.20087 0.50492 5.04834
H -11.35896 -0.35022 5.46968
H -12.04734 0.71634 4.60312
O -9.11416 0.38873 2.70997
H -9.44200 0.46636 3.62096
H -8.61877 -0.43683 2.69667
*
```

Results
* E_LUMO: 0.245 eV
* SMILES: CCO.CCO.CCO.O.O.O
* HOMO-LUMO gap: 0.357 Ha

=====

Version two
A cluster of 6 separate species, C6H24O6 in total. Source: OMol25; level of theory: wB97M-V/def2-TZVPD.

The geometry in ORCA input format:
```
! wB97M-V def2-TZVPD RIJCOSX def2/J DEFGRID3
* xyz 0 1
C -0.22831 4.20619 0.22599
O -0.75020 5.47619 -0.07145
H -0.38781 3.96365 1.27663
H -0.76183 3.53156 -0.44358
H 0.84983 4.16003 0.07232
H -1.27213 5.73575 0.69132
C 2.12437 -2.99195 -0.23789
O 1.88274 -1.86587 0.55071
H 2.87988 -2.82089 -1.00472
H 2.40653 -3.92170 0.25612
H 1.10901 -3.04048 -0.63132
H 1.46388 -2.13034 1.37304
C -2.69363 -2.22818 1.91946
O -2.55593 -2.68770 3.25071
H -3.55867 -1.56695 1.97015
H -1.83028 -1.62172 1.64571
H -2.96023 -3.01051 1.20884
H -3.34176 -3.17074 3.51668
C -0.47142 0.79803 -0.26598
O -0.33669 -0.53723 -0.61425
H -1.15691 1.44915 -0.80844
H -0.82764 0.86587 0.76193
H 0.46843 1.34926 -0.29656
H 0.56485 -0.82101 -0.44606
C -3.57668 0.20763 -1.97327
O -3.08799 -0.83347 -1.09435
H -2.97312 1.10566 -2.10505
H -3.80353 -0.19629 -2.95992
H -4.36387 0.54688 -1.29994
H -2.13488 -0.80762 -1.20629
C 5.24862 0.28682 -0.58276
O 3.88469 -0.15000 -0.85721
H 5.17271 1.33074 -0.27855
H 5.83347 -0.28427 0.13829
H 5.75346 0.25907 -1.54841
H 3.43106 -0.58555 -0.13188
*
```

Results
* E_LUMO: 0.449 eV
* SMILES: CO.CO.CO.CO.CO.CO
* HOMO-LUMO gap: 0.383 Ha

=====

The most stable of them is version one.